*one*
Below is 2 unconnected molecules or ions with the total composition C2H7N3O, with properties calculated with the ωB97M-V functional and the def2-TZVPD basis.

Each atom is followed by the atoms it is bonded to, with distances in Å.
Atoms and positions in Å:
1 C -1.91284 -0.75618 0.26511  C2 1.490, H7 1.108, H8 1.018, H9 1.178
2 C -1.61789 0.65807 -0.09947  C1 1.490, N3 1.259, H11 1.197
3 N -0.44197 0.83172 -0.51328  C2 1.259, H13 1.042
4 N 3.57071 -0.29934 0.23228  N5 1.231, H12 1.040
5 N 2.48781 0.20445 -0.06604  N4 1.231, O6 1.359
6 O 1.66362 -0.75035 -0.57312  N5 1.359, H10 1.066
7 H -3.00476 -0.89580 0.13708  C1 1.108
8 H -1.52028 -1.56618 -0.21129  C1 1.018
9 H -1.74391 -1.02454 1.39957  C1 1.178
10 H 0.89569 -0.09856 -0.92114  O6 1.066
11 H -2.27707 1.55036 0.34916  C2 1.197
12 H 4.14756 0.33736 0.81910  N4 1.040
13 H -0.24668 1.80899 -0.81795  N3 1.042

Values from the calculation:
2S+1: 1
Kohn-Sham gap (eV): 10.01
SMILES: [H]/N=C/C.[H]/N=N/O
E_HOMO (eV): -9.176
Net charge: 0
LUMO (eV): 0.84

*two*
Below is a single C2H7N3O molecule, with properties calculated with the ωB97M-V functional and the def2-TZVPD basis.

Each atom is followed by the atoms it is bonded to, with distances in Å.
Atoms and positions in Å:
1 C 1.42794 -1.65143 -0.35707  C2 1.471, O6 1.424, H7 1.180, H8 1.130
2 C 0.23170 -0.79820 -0.29139  C1 1.471, N4 1.588, O6 1.389, H9 1.023
3 N -1.66405 1.23706 1.11367  N5 1.415, H10 1.009, H11 0.985
4 N 0.50901 0.63691 0.33002  C2 1.588, N5 1.426, H12 1.005
5 N -0.57177 1.56550 0.27579  N3 1.415, N4 1.426, H13 1.125
6 O 0.89606 -0.98489 -1.49732  C1 1.424, C2 1.389
7 H 2.47090 -1.19762 -0.04241  C1 1.180
8 H 1.44014 -2.77287 -0.21882  C1 1.130
9 H -0.75600 -0.98972 -0.10434  C2 1.023
10 H -2.30912 1.95112 0.81118  N3 1.009
11 H -2.07019 0.34536 1.01190  N3 0.985
12 H 1.22811 1.08100 -0.21308  N4 1.005
13 H -0.83274 1.57777 -0.81814  N5 1.125

Values from the calculation:
2S+1: 1
Kohn-Sham gap (eV): 9.32
SMILES: NNN[C@@H]1CO1
E_HOMO (eV): -8.318
Net charge: 0
LUMO (eV): 1.00

What is the least stable structure shown above? It is *two*.